a) # CH2N4

The molecule CH2N4 (ωB97M-V/def2-TZVPD, the Open Molecules 2025 dataset).

Each line ends with the Mulliken charge.
CARTESIAN COORDINATES (ANGSTROEM)
H1 -1.7456 -0.7120 0.9011  0.423
H2 1.8887 0.8292 0.1324  0.288
N1 -0.6694 -0.5838 -0.9743  -0.206
N2 0.8961 0.5174 -0.0479  0.261
N3 0.4926 -0.0621 -1.2311  -0.349
N4 0.0525 0.3621 0.8824  -0.471
C1 -0.9148 -0.3508 0.3375  0.054

**Structure (SMILES)**: c1nn[nH]n1

***

b) # CH2N4

A cluster of 2 separate species, CH2N4 in total (ωB97M-V/def2-TZVPD, the Open Molecules 2025 dataset).

Each line ends with the Mulliken charge.
CARTESIAN COORDINATES (ANGSTROEM)
N1 -1.4085 -0.7078 0.2580  -0.485
N2 0.0768 2.5386 0.1892  -0.037
N3 0.7565 -0.9750 -0.5569  -0.379
C1 -0.3090 -1.0406 -0.0339  0.345
N4 1.0153 2.1016 -0.2276  0.032
H1 -1.6266 -0.2751 1.1795  0.277
H2 1.4955 -1.6417 -0.8083  0.249

**Structure (SMILES)**: N=C=N.N#N

***

c) # CH2N4

The molecule CH2N4 (ωB97M-V/def2-TZVPD, the Open Molecules 2025 dataset).

Each line ends with the Mulliken charge.
CARTESIAN COORDINATES (ANGSTROEM)
C1 0.6022 0.3931 0.2836  0.008
H1 0.9765 0.8324 1.1763  0.209
H2 1.1508 0.5410 -0.5987  0.311
N1 -1.2441 -0.0835 -0.9545  -0.145
N2 -0.8699 0.3816 0.3813  -0.140
N3 -0.1136 -0.8445 0.5077  -0.073
N4 -0.5019 -1.2201 -0.7957  -0.170

**Structure (SMILES)**: C1n2nnn21

***

Ordering by calculated energy gives the sequence b), a), c), with the first entry being the most stable.

***

a) # CH3ClO2PS

A structure of composition CH3ClO2PS (ωB97M-V/def2-TZVPD, the Open Molecules 2025 dataset).

Each line ends with the Mulliken charge.
CARTESIAN COORDINATES (ANGSTROEM)
H1 1.3124 -0.0156 1.3626  0.247
H2 1.8914 0.0794 -0.2863  0.368
Cl1 1.3966 2.2207 0.3227  -0.230
O1 -1.5762 0.9349 -1.2845  -0.635
S1 -2.0955 -0.3123 1.3711  -0.530
P1 -1.0547 0.0611 -0.2411  0.701
H3 -0.2097 -1.9884 -0.5244  0.300
O2 -0.8255 -1.4394 -0.9908  -0.529
C1 1.1611 0.4597 0.2708  -0.691

**Total charge**: -1

***

b) # CH3ClO2PS

A cluster of 2 separate species, CH3ClO2PS in total (ωB97M-V/def2-TZVPD, the Open Molecules 2025 dataset).

Each line ends with the Mulliken charge.
CARTESIAN COORDINATES (ANGSTROEM)
O1 -2.5909 0.7761 1.0171  -0.808
S1 0.9313 0.0268 -2.3945  -0.404
O2 0.8862 1.8797 0.3254  -0.470
Cl1 0.7941 -0.2227 2.2253  -0.321
H1 0.3673 -1.6859 -0.8462  0.289
C1 0.8716 -0.6726 -0.8216  -0.604
P1 0.0896 0.6360 0.4157  0.779
H2 -3.0761 0.2293 0.3313  0.227
H3 1.7268 -0.9667 -0.2524  0.312

**Total charge**: -1

***

Ordering by calculated energy gives the sequence a), b), with the first entry being the most stable.

***

a) # C4H11N2S

The ion C4H11N2S with charge -1 (ωB97M-V/def2-TZVPD, the Open Molecules 2025 dataset).

Each line ends with the Mulliken charge.
CARTESIAN COORDINATES (ANGSTROEM)
H1 1.2449 1.5332 1.8047  0.236
C1 0.6858 0.3001 0.3018  0.361
N1 -1.7343 -0.0701 -0.6972  -0.430
C2 -0.6373 0.8537 -0.2863  -0.980
H2 -1.3120 -0.5206 -1.5040  0.325
H3 -1.1806 -1.5343 0.8525  0.313
H4 -2.5742 -1.9355 -0.2098  0.350
H5 2.3594 1.2971 0.7184  0.290
H6 1.0045 -1.3172 -1.0077  0.240
H7 0.4601 -0.3963 1.1113  0.178
N2 1.3528 1.5325 0.7884  -0.738
H8 -0.4693 1.5923 -1.0645  0.391
H9 -1.0568 1.4462 0.5454  0.302
C3 -2.0047 -1.1336 0.2545  -0.857
H10 -2.6451 -0.6570 1.0249  0.271
C4 1.5955 -0.4225 -0.7698  -0.876
S1 3.2804 -0.7473 -0.1756  -0.633
H11 1.6310 0.1792 -1.6869  0.256

**Structure (SMILES)**: CNC[C@H](N)C[S-]
**Total charge**: -1

***

b) # C4H11N2S

The ion C4H11N2S with charge -1 (ωB97M-V/def2-TZVPD, the Open Molecules 2025 dataset).

Each line ends with the Mulliken charge.
CARTESIAN COORDINATES (ANGSTROEM)
H1 1.5563 1.0212 0.5248  0.279
H2 -1.1563 -1.8699 -0.8743  0.436
H3 -1.2714 -0.2244 -0.3259  -0.001
C1 -0.2075 -1.5685 1.0921  -0.510
H4 1.5494 -1.1795 -1.3602  0.145
S1 -1.3741 -1.2661 2.3734  -0.706
C2 -0.5786 -1.0954 -0.3344  -0.323
H5 0.0411 -2.6665 1.1557  0.255
H6 1.0863 2.7015 -0.1052  0.200
H7 0.6729 -0.9879 1.4511  0.025
H8 -0.2817 1.5258 1.8228  0.248
H9 0.1138 -0.8801 -2.3139  0.374
C3 0.7258 1.5888 -0.0187  -0.397
N1 -0.4316 1.8605 0.8454  -0.636
H10 -1.3763 1.5384 0.6618  0.325
N2 0.6013 0.8452 -1.3449  -0.323
H11 -0.1595 1.2287 -1.8909  0.283
C4 0.4902 -0.5719 -1.3588  -0.674

**Structure (SMILES)**: NCNCCC[S-]
**Total charge**: -1

***

c) # C4H11N2S

The ion C4H11N2S with charge -1 (ωB97M-V/def2-TZVPD, the Open Molecules 2025 dataset).

Each line ends with the Mulliken charge.
CARTESIAN COORDINATES (ANGSTROEM)
H1 1.2545 -2.4825 -0.5753  0.369
H2 -1.0103 -1.0640 0.1982  0.247
H3 2.0363 -0.9603 0.0147  0.416
H4 -0.2933 0.0652 1.7659  0.261
H5 -1.6458 0.5506 -2.8731  0.352
C1 -1.5631 0.1280 -1.8650  -0.949
N1 1.2268 -2.2183 1.4526  -0.688
H6 0.4318 -2.8393 1.5847  0.237
C2 -0.0239 -0.6731 -0.1542  0.515
N2 -0.1275 -0.2535 -1.5119  -0.579
H7 1.0487 -1.5522 2.1970  0.300
C3 1.1949 -1.6253 0.1090  -1.015
H8 1.2688 0.5136 1.2856  0.254
H9 -1.9021 -0.9117 -2.0330  0.368
H10 -2.1832 0.6034 -1.1175  0.276
H11 0.2056 0.7250 -1.5494  0.271
S1 -0.4120 2.1454 0.4479  -0.571
C4 0.2402 0.5123 0.9065  -1.065

**Structure (SMILES)**: CN[C@@H](CN)C[S-]
**Total charge**: -1

***

Ordering by calculated energy gives the sequence a), c), b), with the first entry being the most stable.